Computed, not measured: C3H8O2Si in the gas phase in a non-equilibrium geometry, with ωB97M-V/def2-TZVPD.

Properties
Calculated total energy, eV: -15214.60177
Molecular weight, g/mol: 104.2
Net charge: 0
SMILES: C=C[Si](C)(O)O
Relative energy (zero: lowest compared OMol25 entry of this formula, charge and spin), kcal per mole: 15.2
HOMO-LUMO gap, eV: 10.81
HOMO, Ha: -0.370

Element x y z (Å)
C (1.95973, -1.20023, -0.41819)
C (1.03140, -0.87613, 0.43369)
C (-0.99743, 1.67237, 0.98539)
O (-0.45273, 0.50067, -1.61793)
O (-1.69368, -1.20879, -0.20697)
Si (-0.64589, 0.07365, -0.02509)
H (2.77277, -1.93652, -0.21506)
H (2.25299, -0.56304, -1.31043)
H (0.92591, -1.47789, 1.39209)
H (-0.10120, 2.02869, 1.38154)
H (-1.44274, 2.35326, 0.39789)
H (-1.62220, 1.50261, 1.77273)
H (0.47803, 0.34225, -1.89529)
H (-2.46497, -1.21090, -0.67439)

Computed, not measured: 3 unconnected molecules or ions with the total composition C20H49B2BrClN2O5, with ωB97M-V/def2-TZVPD.

Properties
Calculated total energy, eV: -118669.75434
Molecular weight, g/mol: 534.6
Net charge: -1
HOMO-LUMO gap, eV: 5.82
HOMO, Ha: -0.141

Element x y z (Å)
C (1.69852, 4.82326, 4.61931)
C (1.61164, 5.28907, 3.16647)
B (0.30854, 4.91445, 2.31189)
O (0.53112, 5.17863, 0.93272)
B (-1.21944, 4.23042, 2.77441)
C (-1.01174, 2.95677, 3.83676)
C (-2.10870, 1.87926, 3.98628)
C (-3.41304, 2.09499, 3.24463)
Cl (-2.54784, 1.60437, 5.76927)
C (-2.38421, 5.37014, 3.09149)
C (-2.43849, 6.20821, 4.36251)
C (-2.33996, 5.44190, 5.66649)
Br (-1.00947, 7.60059, 4.35993)
H (1.66593, 3.73367, 4.69524)
H (2.61619, 5.16177, 5.11344)
H (0.85534, 5.21361, 5.19438)
H (2.49077, 4.94674, 2.60009)
H (1.67341, 6.38707, 3.12242)
H (0.53848, 4.33850, 0.45670)
H (-1.60906, 3.72733, 1.70594)
H (-0.12914, 2.40880, 3.47308)
H (-0.72375, 3.27609, 4.83982)
H (-1.71208, 0.89776, 3.72112)
H (-3.17083, 2.36235, 2.21441)
H (-3.97758, 2.91982, 3.67900)
H (-4.03588, 1.19818, 3.27311)
H (-2.37524, 6.07734, 2.25203)
H (-3.38240, 4.90438, 3.04628)
H (-3.33359, 6.83149, 4.37510)
H (-3.01741, 4.58307, 5.63125)
H (-2.60523, 6.06492, 6.52325)
H (-1.33647, 5.04973, 5.81760)
C (-0.88188, -2.46328, 1.57075)
O (0.08539, -2.27830, 0.55969)
C (-0.42353, -2.35481, -0.76594)
C (-0.30076, -1.01742, -1.46220)
N (-1.20083, -0.05010, -0.86276)
C (-1.07683, 1.31211, -1.36250)
C (0.24408, 2.03267, -1.11452)
O (0.50218, 2.23198, 0.25993)
C (1.24706, 1.23228, 0.91806)
H (-0.35997, -2.41722, 2.52475)
H (-1.65648, -1.68917, 1.55278)
H (-1.37388, -3.43909, 1.48145)
H (-1.47000, -2.67679, -0.74700)
H (0.16020, -3.10336, -1.31143)
H (-0.56307, -1.14118, -2.51855)
H (0.75826, -0.72164, -1.42404)
H (-1.05552, -0.04174, 0.13977)
H (-1.86362, 1.90843, -0.89640)
H (-1.26796, 1.30683, -2.44235)
H (0.16229, 3.02539, -1.56556)
H (1.09534, 1.52150, -1.58372)
H (1.98392, 0.77633, 0.24635)
H (0.61647, 0.43547, 1.32438)
H (1.76680, 1.71070, 1.74798)
C (0.61242, -7.67457, -3.05095)
O (1.69181, -7.53018, -3.94859)
C (1.32440, -7.56631, -5.32160)
C (1.64985, -6.24657, -5.98605)
N (0.80490, -5.19314, -5.45425)
C (1.10725, -3.85278, -5.93394)
C (2.46432, -3.26099, -5.56794)
O (2.62874, -3.04194, -4.18073)
C (3.16176, -4.12003, -3.43952)
H (1.02981, -7.66878, -2.04582)
H (-0.11341, -6.85888, -3.14187)
H (0.08214, -8.62036, -3.20867)
H (0.25416, -7.77466, -5.41867)
H (1.88071, -8.37215, -5.80864)
H (1.46728, -6.33869, -7.06198)
H (2.72600, -6.05967, -5.85434)
H (0.86182, -5.20758, -4.44330)
H (0.33619, -3.17971, -5.55227)
H (1.02012, -3.85006, -7.02652)
H (2.53790, -2.28056, -6.04481)
H (3.29305, -3.87290, -5.94656)
H (3.86142, -4.71005, -4.04078)
H (2.38719, -4.79377, -3.06052)
H (3.69416, -3.69996, -2.58700)

Computed, not measured: a molecular structure, C48H47BLaN7O3P2S5Se in a non-equilibrium geometry, with ωB97M-V/def2-TZVPD.

Properties
Calculated total energy, eV: -206757.73809
Molecular weight, g/mol: 1220.9
Net charge: -2
Relative energy (zero: lowest compared OMol25 entry of this formula, charge and spin), kcal per mole: 0.0
HOMO-LUMO gap, eV: 6.14
HOMO, Ha: -0.098

Element x y z (Å)
La (13.62860, 13.90728, 13.65873)
S (15.73386, 12.94243, 15.48600)
S (15.96462, 11.92443, 13.66247)
S (16.37869, 13.60380, 12.38641)
S (14.97646, 13.68712, 10.95761)
B (15.07572, 16.86774, 15.32309)
N (13.68524, 16.64646, 16.04715)
C (13.13922, 17.35943, 17.07261)
C (12.00569, 16.68104, 17.43824)
C (11.83780, 15.63917, 16.52292)
N (12.86912, 15.64480, 15.69134)
N (14.82180, 17.33849, 13.83043)
C (15.14964, 18.46047, 13.20394)
C (14.96429, 18.27500, 11.81861)
C (14.45274, 16.98101, 11.70915)
N (14.40089, 16.41076, 12.92674)
H (15.71855, 15.83704, 15.38056)
H (15.69404, 17.79379, 15.91226)
H (13.68609, 18.24017, 17.53124)
H (11.37816, 16.83469, 18.33017)
H (11.18446, 14.79664, 16.51486)
H (15.57048, 19.29502, 13.73105)
H (15.21505, 18.94060, 10.98102)
H (14.15436, 16.44689, 10.85961)
O (12.21701, 11.81937, 14.60170)
C (10.89289, 12.07459, 15.04149)
C (10.31062, 13.29673, 14.21077)
O (9.10027, 13.51860, 14.28044)
O (11.14201, 13.95867, 13.55244)
C (10.14083, 10.76623, 14.99268)
C (8.83329, 10.65154, 14.57837)
C (8.26682, 9.42856, 14.30422)
C (8.96151, 8.26120, 14.57303)
C (10.23689, 8.38521, 15.12100)
C (10.81804, 9.59625, 15.34399)
C (11.03321, 12.47039, 16.57089)
C (12.26922, 12.49368, 17.19230)
C (12.42328, 12.72345, 18.52731)
C (11.32086, 12.88123, 19.33845)
C (10.09104, 12.87150, 18.76206)
C (9.93266, 12.69989, 17.39776)
H (12.14849, 11.30429, 13.73559)
H (8.24647, 11.53020, 14.29457)
H (7.23977, 9.37344, 13.89316)
H (8.60786, 7.28761, 14.19520)
H (10.82321, 7.50795, 15.36660)
H (11.79790, 9.56535, 15.71564)
H (13.19468, 12.33841, 16.61527)
H (13.41686, 12.66526, 18.94693)
H (11.35593, 12.96982, 20.41538)
H (9.25193, 13.08588, 19.43406)
H (8.92787, 12.59793, 16.96981)
C (10.90073, 18.16086, 8.88048)
P (10.95578, 16.57609, 9.91453)
C (9.21873, 16.13817, 10.23636)
C (8.20733, 16.40683, 9.29044)
C (6.91517, 15.90147, 9.47939)
C (6.68325, 15.11140, 10.63682)
C (7.71324, 14.94765, 11.61358)
C (8.96744, 15.35571, 11.34741)
C (11.34864, 15.39666, 8.58005)
C (11.70281, 14.11830, 8.99572)
C (11.87975, 13.11922, 8.02403)
C (11.73598, 13.38661, 6.66321)
C (11.45012, 14.63628, 6.21934)
C (11.26219, 15.63045, 7.19455)
P (10.32591, 19.78577, 9.66400)
C (10.22859, 19.49620, 11.45752)
C (11.26201, 18.79642, 12.04076)
C (11.32732, 18.62021, 13.45049)
C (10.36738, 19.18814, 14.27424)
C (9.35809, 19.94500, 13.68401)
C (9.24040, 20.03846, 12.31726)
C (8.66636, 19.92078, 8.90145)
C (8.73446, 20.18822, 7.52330)
C (7.58910, 20.29109, 6.76605)
C (6.35340, 20.08693, 7.39149)
C (6.27360, 19.88855, 8.75186)
C (7.42863, 19.73432, 9.48745)
H (10.35107, 18.00827, 7.91868)
H (11.96624, 18.17939, 8.57501)
H (8.41575, 17.02988, 8.39190)
H (6.05662, 16.14425, 8.84698)
H (5.69769, 14.72945, 10.79376)
H (7.41248, 14.39668, 12.48236)
H (9.73262, 15.19750, 12.09337)
H (11.66327, 13.89295, 10.06098)
H (12.06425, 12.10296, 8.28114)
H (11.83893, 12.48659, 6.04284)
H (11.37462, 14.89331, 5.23518)
H (11.03176, 16.61298, 6.82231)
H (12.11276, 18.34107, 11.53252)
H (12.15678, 18.02357, 13.88034)
H (10.42674, 19.10196, 15.37084)
H (8.70111, 20.52794, 14.31137)
H (8.42750, 20.62429, 11.95565)
H (9.69572, 20.21071, 7.07300)
H (7.61767, 20.56253, 5.69569)
H (5.47418, 20.19584, 6.76325)
H (5.35422, 19.70703, 9.22466)
H (7.44302, 19.39317, 10.50334)
C (11.01164, 8.51505, 11.61889)
N (12.43846, 8.86098, 11.55765)
C (12.96756, 10.08232, 11.40611)
N (14.30244, 10.13067, 11.22958)
S (12.01123, 11.51012, 11.44524)
H (10.80718, 7.75443, 12.32913)
H (10.67144, 8.24470, 10.65126)
H (10.50693, 9.39276, 12.02960)
H (13.11894, 8.07339, 11.57274)
H (14.93196, 9.29984, 11.33416)
H (14.66287, 11.08317, 11.19694)
Se (14.78263, 7.53136, 14.85669)
C (14.66629, 7.00624, 13.10511)
N (14.60047, 6.79327, 11.93928)

Computed, not measured: a gas-phase ion, C6H11N2O2 (charge +1) in a non-equilibrium geometry, with ωB97M-V/def2-TZVPD.

Properties
Calculated total energy, eV: -13466.55979
Molecular weight, g/mol: 143.2
Net charge: +1
SMILES: C/[NH+]=C/N/C(=C\O)C(C)=O
Relative energy (zero: lowest compared OMol25 entry of this formula, charge and spin), kcal per mole: 82.4
HOMO-LUMO gap, eV: 9.72
HOMO, Ha: -0.500

Element x y z (Å)
C (0.42952, 0.61805, -1.09734)
C (-0.87204, 0.42762, -0.64455)
C (-1.99803, 1.26854, -0.35243)
C (0.00468, -1.64177, 0.26860)
C (-1.69998, 2.68085, -0.58656)
C (2.04154, -1.81064, 1.52924)
N (-0.98561, -0.93881, -0.28883)
N (0.78629, -1.16804, 1.23421)
O (-2.97175, 0.66547, -0.02361)
O (1.39864, -0.37455, -0.92040)
H (0.80434, 1.48794, -1.62622)
H (0.02147, -2.76828, 0.16335)
H (-1.58237, 3.13807, 0.46560)
H (-2.59460, 3.37535, -0.81654)
H (-0.84526, 2.93032, -1.14379)
H (1.88321, -2.87071, 1.03896)
H (2.91872, -1.41136, 0.93349)
H (2.22193, -1.98931, 2.55935)
H (-1.78456, -1.43222, -0.71964)
H (2.12664, -0.04081, -1.30263)
H (0.69723, -0.14571, 1.32973)